(1)
One molecule with the formula C9H7NO2 in a non-equilibrium geometry, computed with the ωB97M-V functional and the def2-TZVPD basis.

Last column: Löwdin charge in e.
CARTESIAN COORDINATES (ANGSTROEM)
O 0.159 2.743 0.173  0.038
C 0.629 1.470 0.088  -0.274
C 2.070 1.294 -0.228  0.030
C 2.538 -0.073 -0.209  -0.039
C 1.561 -1.028 -0.107  -0.132
O 1.925 -2.464 0.339  -0.105
C 0.128 -0.799 0.061  -0.242
N -0.712 -1.801 0.030  0.119
C -2.005 -1.452 -0.196  -0.153
C -2.642 -0.248 -0.078  -0.022
C -1.669 0.859 0.167  0.061
C -0.310 0.464 0.179  -0.170
H -0.526 2.868 0.754  0.046
H 2.487 2.508 -0.379  0.192
H 3.530 -0.496 -0.443  0.126
H 1.117 -3.088 0.654  0.145
H -2.447 -2.427 -0.478  0.115
H -3.754 -0.236 -0.229  0.118
H -2.079 1.906 -0.097  0.147

lowest unoccupied orbital energy = -0.58 eV
calculated total energy = -15027.603 eV
relative energy (zero: lowest compared OMol25 entry of this formula, charge and spin) = 454.22 kJ/mol
structure (SMILES) = Oc1ccc(O)c2ncccc12
orbital gap = 7.216 eV
total charge = 0
HOMO energy = -7.80 eV

=====

(2)
One molecule with the formula C9H7NO2 in a non-equilibrium geometry, computed with the ωB97M-V functional and the def2-TZVPD basis.

Last column: Löwdin charge in e.
CARTESIAN COORDINATES (ANGSTROEM)
C -0.899 0.779 -3.024  0.085
N -0.410 0.267 -1.644  0.019
C 0.047 -0.817 -1.254  -0.392
O 0.180 -1.826 -2.014  0.038
C 0.469 -0.667 0.266  -0.009
C 0.604 -1.729 1.210  -0.008
C 0.710 -1.308 2.507  -0.018
C 0.774 0.212 2.750  -0.015
C 0.297 1.035 1.827  -0.091
C 0.126 0.611 0.634  -0.124
C -0.287 1.185 -0.648  -0.367
O -0.629 2.314 -0.864  0.131
H -0.328 0.186 -3.710  0.069
H -2.045 0.428 -3.255  0.154
H -0.697 1.816 -3.015  0.061
H 0.515 -2.743 0.758  0.135
H 0.751 -2.032 3.241  0.069
H 0.687 0.366 3.971  0.164
H 0.134 1.923 2.266  0.100

lowest unoccupied orbital energy = -0.45 eV
calculated total energy = -15028.950 eV
relative energy (zero: lowest compared OMol25 entry of this formula, charge and spin) = 324.19 kJ/mol
structure (SMILES) = CN1C(=O)c2ccccc2C1=O
orbital gap = 9.379 eV
total charge = 0
HOMO energy = -9.83 eV

=====

(3)
One molecule with the formula C9H7NS in a non-equilibrium geometry, computed with the ωB97M-V functional and the def2-TZVPD basis.

Last column: Löwdin charge in e.
CARTESIAN COORDINATES (ANGSTROEM)
S -2.497 -1.743 -0.508  0.656
C -2.651 -0.172 0.083  -0.548
C -1.470 0.534 0.311  -0.394
C -0.110 0.077 0.072  -0.254
C 0.455 -0.898 0.918  -0.064
C 1.679 -1.423 0.606  -0.101
C 2.465 -0.876 -0.418  -0.089
C 1.941 0.139 -1.096  -0.139
C 0.675 0.566 -0.983  -0.031
C -1.617 1.972 0.794  -0.094
N -1.744 2.108 -0.457  0.214
H -3.704 0.193 -0.044  0.076
H -0.140 -1.409 1.766  0.145
H 2.065 -2.320 1.146  0.117
H 3.457 -1.450 -0.484  0.137
H 2.500 0.714 -1.756  0.092
H 0.262 1.398 -1.669  0.145
H -1.564 2.590 1.721  0.133

lowest unoccupied orbital energy = -0.76 eV
calculated total energy = -21767.693 eV
relative energy (zero: lowest compared OMol25 entry of this formula, charge and spin) = 382.30 kJ/mol
structure (SMILES) = S=C[C@]1(c2ccccc2)C=N1
orbital gap = 7.667 eV
total charge = 0
HOMO energy = -8.43 eV

=====

(4)
A 2-piece molecular cluster, C9H8BF5IO2 overall in a non-equilibrium geometry, computed with the ωB97M-V functional and the def2-TZVPD basis.

Last column: Löwdin charge in e.
CARTESIAN COORDINATES (ANGSTROEM)
C -0.332 -0.977 0.491  -0.094
C -1.227 0.217 0.826  -0.259
C -0.614 1.625 0.555  -0.625
I 0.080 2.588 2.383  0.832
C 0.414 1.676 -0.537  -0.165
C 1.667 1.299 -0.464  -0.225
F 2.180 0.815 0.639  0.101
C 2.585 1.406 -1.650  -0.308
O 3.761 1.510 -1.577  0.155
C 1.886 1.327 -2.987  0.013
C 0.647 1.708 -3.109  0.020
C -0.004 2.262 -1.869  -0.335
O -0.789 3.149 -1.910  0.136
H 0.583 -1.005 1.087  0.082
H -0.860 -1.908 0.717  0.063
H -0.042 -1.036 -0.567  0.076
H -1.424 0.156 1.899  0.078
H -2.171 0.103 0.283  0.114
H -1.432 2.266 0.224  0.065
H 2.443 0.944 -3.836  0.123
H 0.093 1.671 -4.039  0.123
B -1.490 -3.963 2.689  -1.233
F -1.137 -2.633 3.040  0.062
F -2.004 -3.976 1.370  0.060
F -0.346 -4.784 2.757  0.071
F -2.468 -4.438 3.585  0.071

lowest unoccupied orbital energy = 0.84 eV
calculated total energy = -35929.495 eV
orbital gap = 8.145 eV
total charge = -1
HOMO energy = -7.30 eV

=====

Please write out number 1 again, unchanged.
One molecule with the formula C9H7NO2 in a non-equilibrium geometry, computed with the ωB97M-V functional and the def2-TZVPD basis.

Last column: Löwdin charge in e.
CARTESIAN COORDINATES (ANGSTROEM)
O 0.159 2.743 0.173  0.038
C 0.629 1.470 0.088  -0.274
C 2.070 1.294 -0.228  0.030
C 2.538 -0.073 -0.209  -0.039
C 1.561 -1.028 -0.107  -0.132
O 1.925 -2.464 0.339  -0.105
C 0.128 -0.799 0.061  -0.242
N -0.712 -1.801 0.030  0.119
C -2.005 -1.452 -0.196  -0.153
C -2.642 -0.248 -0.078  -0.022
C -1.669 0.859 0.167  0.061
C -0.310 0.464 0.179  -0.170
H -0.526 2.868 0.754  0.046
H 2.487 2.508 -0.379  0.192
H 3.530 -0.496 -0.443  0.126
H 1.117 -3.088 0.654  0.145
H -2.447 -2.427 -0.478  0.115
H -3.754 -0.236 -0.229  0.118
H -2.079 1.906 -0.097  0.147

lowest unoccupied orbital energy = -0.58 eV
calculated total energy = -15027.603 eV
relative energy (zero: lowest compared OMol25 entry of this formula, charge and spin) = 454.22 kJ/mol
structure (SMILES) = Oc1ccc(O)c2ncccc12
orbital gap = 7.216 eV
total charge = 0
HOMO energy = -7.80 eV

=====

- What is the formula in the fourth record?
  C9H8BF5IO2

=====

Please write out number 4 again, unchanged.
A 2-piece molecular cluster, C9H8BF5IO2 overall in a non-equilibrium geometry, computed with the ωB97M-V functional and the def2-TZVPD basis.

Last column: Löwdin charge in e.
CARTESIAN COORDINATES (ANGSTROEM)
C -0.332 -0.977 0.491  -0.094
C -1.227 0.217 0.826  -0.259
C -0.614 1.625 0.555  -0.625
I 0.080 2.588 2.383  0.832
C 0.414 1.676 -0.537  -0.165
C 1.667 1.299 -0.464  -0.225
F 2.180 0.815 0.639  0.101
C 2.585 1.406 -1.650  -0.308
O 3.761 1.510 -1.577  0.155
C 1.886 1.327 -2.987  0.013
C 0.647 1.708 -3.109  0.020
C -0.004 2.262 -1.869  -0.335
O -0.789 3.149 -1.910  0.136
H 0.583 -1.005 1.087  0.082
H -0.860 -1.908 0.717  0.063
H -0.042 -1.036 -0.567  0.076
H -1.424 0.156 1.899  0.078
H -2.171 0.103 0.283  0.114
H -1.432 2.266 0.224  0.065
H 2.443 0.944 -3.836  0.123
H 0.093 1.671 -4.039  0.123
B -1.490 -3.963 2.689  -1.233
F -1.137 -2.633 3.040  0.062
F -2.004 -3.976 1.370  0.060
F -0.346 -4.784 2.757  0.071
F -2.468 -4.438 3.585  0.071

lowest unoccupied orbital energy = 0.84 eV
calculated total energy = -35929.495 eV
orbital gap = 8.145 eV
total charge = -1
HOMO energy = -7.30 eV

=====

- Look up the lowest unoccupied orbital energy of the second one.
  -0.45 eV